[1]
{"formula": "C12H29CoF5GeO6SeTe", "method": "wB97M-V/def2-TZVPD", "e_tot_ev": -205555.09197, "total_charge": 1, "relative_energy_kcal_mol": 71.66, "multiplicity": 5, "lumo_ev": [-5.487, -7.829], "gap_ev": [8.01, 5.66], "homo_ev": [-13.5, -13.5], "elements": ["Co", "C", "C", "O", "C", "C", "H", "H", "H", "H", "H", "H", "H", "H", "H", "H", "C", "C", "C", "C", "Ge", "C", "C", "C", "C", "H", "H", "H", "H", "H", "H", "H", "H", "H", "H", "H", "H", "H", "H", "H", "H", "H", "H", "H", "F", "Te", "F", "F", "F", "F", "O", "O", "Se", "O", "O", "O"], "coordinates": [[-0.39, -0.97, -0.94], [-1.41, -2.27, 2.09], [-1.77, -3.06, 0.85], [-0.73, -2.87, -0.14], [-0.53, -3.98, -1.03], [0.33, -3.54, -2.20], [-2.20, -2.38, 2.82], [-1.32, -1.21, 1.85], [-0.48, -2.63, 2.53], [-2.72, -2.72, 0.44], [-1.83, -4.13, 1.07], [-1.50, -4.35, -1.38], [-0.04, -4.77, -0.44], [-0.28, -3.26, -3.06], [1.01, -4.33, -2.51], [0.94, -2.66, -1.91], [3.63, -2.64, 4.82], [3.56, -1.12, 4.85], [3.80, -0.48, 3.47], [2.55, -0.59, 2.59], [2.94, 0.11, 0.74], [3.90, -1.21, -0.48], [3.76, -2.66, -0.04], [4.63, -3.59, -0.90], [4.47, -5.05, -0.49], [3.52, -3.04, 5.82], [4.59, -2.97, 4.42], [2.84, -3.07, 4.21], [4.34, -0.75, 5.51], [2.60, -0.80, 5.26], [4.65, -0.97, 2.99], [4.05, 0.57, 3.61], [1.73, -0.01, 3.01], [2.23, -1.63, 2.50], [3.43, 1.54, 0.65], [4.95, -0.91, -0.45], [3.55, -1.06, -1.50], [2.72, -2.98, -0.11], [4.08, -2.76, 1.00], [5.68, -3.29, -0.79], [4.36, -3.48, -1.95], [4.73, -5.18, 0.56], [5.14, -5.67, -1.08], [3.46, -5.40, -0.64], [-3.39, 2.03, -0.25], [-2.16, 1.14, -1.41], [-1.86, 2.97, -1.91], [-2.21, 1.12, -3.34], [-3.79, 0.16, -1.78], [-1.53, -1.04, -2.41], [-1.86, -0.08, -0.10], [-0.07, 1.00, -1.96], [0.53, 1.70, -0.64], [1.76, 2.60, -0.74], [1.13, 0.19, 0.03], [-0.70, 2.17, 0.18]]}

[2]
{"formula": "C19H55ClNO10P2S", "method": "wB97M-V/def2-TZVPD", "e_tot_ev": -84487.03764, "total_charge": 1, "relative_energy_kcal_mol": 0.00, "multiplicity": 1, "lumo_ev": -3.361, "gap_ev": 8.07, "homo_ev": -11.4, "elements": ["C", "S", "O", "O", "P", "C", "C", "C", "Cl", "C", "C", "O", "C", "N", "P", "O", "H", "H", "H", "H", "H", "H", "H", "H", "H", "H", "H", "H", "H", "H", "H", "H", "H", "H", "H", "C", "C", "O", "H", "H", "H", "H", "H", "H", "C", "C", "O", "H", "H", "H", "H", "H", "H", "C", "C", "O", "H", "H", "H", "H", "H", "H", "C", "C", "O", "H", "H", "H", "H", "H", "H", "C", "C", "O", "H", "H", "H", "H", "H", "H", "C", "C", "O", "H", "H", "H", "H", "H", "H"], "coordinates": [[1.30, -2.55, 1.33], [0.16, -1.45, 2.05], [-0.94, -2.13, 2.62], [0.90, -0.47, 2.80], [-0.60, -0.13, 0.48], [-1.72, -0.88, -0.71], [-1.34, -2.31, -1.18], [-0.85, -2.35, -2.63], [0.66, -3.29, -2.78], [0.80, 0.79, -0.22], [1.33, 0.29, -1.58], [0.74, 1.04, -2.63], [2.86, 0.38, -1.62], [3.56, -0.75, -1.04], [-1.87, 1.26, 1.68], [-2.98, 0.54, 2.29], [1.86, -2.92, 2.19], [1.97, -2.02, 0.67], [0.81, -3.39, 0.84], [-2.70, -0.87, -0.23], [-1.76, -0.19, -1.57], [-2.24, -2.92, -1.08], [-0.60, -2.78, -0.53], [-1.58, -2.79, -3.29], [-0.64, -1.34, -2.97], [1.59, 0.82, 0.54], [0.41, 1.81, -0.37], [1.06, -0.76, -1.75], [0.87, 1.98, -2.44], [3.20, 1.27, -1.07], [3.16, 0.46, -2.67], [3.51, -0.79, -0.03], [3.24, -1.63, -1.42], [-2.19, 2.17, 0.65], [-0.94, 1.89, 2.51], [-4.76, -1.24, 4.68], [-6.20, -0.85, 4.45], [-6.95, -0.79, 5.66], [-4.70, -2.19, 5.20], [-4.23, -1.32, 3.73], [-4.24, -0.49, 5.28], [-6.71, -1.61, 3.85], [-6.27, 0.10, 3.92], [-6.55, -0.13, 6.24], [-5.63, -4.83, 3.59], [-6.43, -5.48, 4.71], [-6.41, -4.69, 5.89], [-4.60, -4.67, 3.91], [-5.62, -5.46, 2.69], [-6.06, -3.87, 3.33], [-5.99, -6.44, 4.99], [-7.46, -5.66, 4.39], [-6.81, -3.83, 5.71], [5.61, 0.44, 3.03], [4.71, 0.07, 1.87], [3.98, -1.14, 2.12], [6.31, -0.36, 3.24], [6.17, 1.35, 2.80], [5.02, 0.62, 3.93], [5.29, -0.12, 0.97], [4.01, 0.89, 1.65], [3.45, -0.99, 2.92], [-1.16, 0.49, -6.30], [-2.29, 0.47, -5.29], [-1.81, 0.31, -3.96], [-0.58, -0.43, -6.24], [-1.55, 0.59, -7.32], [-0.49, 1.33, -6.11], [-2.96, -0.37, -5.47], [-2.89, 1.39, -5.37], [-1.20, 1.03, -3.75], [1.11, 6.25, -2.37], [1.26, 4.91, -3.05], [0.58, 3.87, -2.32], [1.50, 6.22, -1.35], [1.65, 7.02, -2.92], [0.06, 6.55, -2.32], [2.30, 4.60, -3.08], [0.88, 4.95, -4.07], [-0.35, 4.10, -2.27], [7.10, 2.37, -2.12], [5.62, 2.65, -2.31], [4.91, 2.69, -1.07], [7.24, 1.43, -1.59], [7.61, 2.31, -3.08], [7.57, 3.16, -1.54], [5.15, 1.85, -2.89], [5.47, 3.59, -2.86], [5.30, 3.40, -0.54]]}

[3]
{"formula": "C5H5BrS5", "method": "wB97M-V/def2-TZVPD", "e_tot_ev": -129483.70117, "relative_energy_kcal_mol": 0.00, "multiplicity": 1, "lumo_ev": -0.430, "gap_ev": 8.46, "homo_ev": -8.9, "elements": ["C", "C", "S", "S", "S", "S", "S", "C", "C", "C", "Br", "H", "H", "H", "H", "H"], "coordinates": [[-2.37, -0.32, 1.17], [-1.53, 0.15, 0.29], [-2.05, 1.71, -0.60], [-0.33, 2.30, -1.56], [-0.14, 1.18, -3.30], [1.00, -0.35, -2.69], [-0.25, -1.51, -1.40], [-0.19, -0.39, 0.01], [0.86, -0.08, 0.84], [2.16, -0.62, 0.54], [0.67, 1.37, 2.08], [-3.11, 0.43, 1.44], [-2.41, -1.33, 1.69], [2.02, -1.65, 0.13], [2.91, -0.19, -0.20], [2.75, -0.69, 1.55]]}

[4]
{"formula": "C29H55ClNO7", "method": "wB97M-V/def2-TZVPD", "e_tot_ev": -59288.91386, "total_charge": 1, "multiplicity": 1, "lumo_ev": -4.727, "gap_ev": 6.52, "homo_ev": -11.2, "elements": ["C", "C", "O", "O", "C", "C", "C", "C", "C", "C", "N", "C", "C", "C", "C", "C", "Cl", "C", "C", "C", "C", "O", "O", "H", "H", "H", "H", "H", "H", "H", "H", "H", "H", "H", "H", "H", "H", "H", "H", "H", "H", "H", "H", "H", "H", "H", "H", "H", "C", "C", "O", "C", "C", "H", "H", "H", "H", "H", "H", "H", "H", "H", "H", "C", "C", "O", "C", "C", "H", "H", "H", "H", "H", "H", "H", "H", "H", "H", "C", "C", "O", "C", "C", "H", "H", "H", "H", "H", "H", "H", "H", "H", "H"], "coordinates": [[7.09, 0.63, 1.93], [6.07, 1.88, 2.36], [5.39, 1.70, 3.52], [5.95, 3.14, 1.56], [4.51, 3.23, 1.23], [4.13, 4.41, 0.16], [2.48, 4.64, 0.19], [1.73, 3.96, -1.14], [1.55, 2.37, -0.79], [0.01, 1.82, -0.72], [-0.27, 0.52, -1.48], [-1.61, -0.19, -1.51], [-2.91, 0.39, -0.69], [-4.37, -0.39, -0.67], [-4.69, -0.65, 0.95], [-3.38, -1.37, 1.70], [-2.66, -2.78, 0.71], [-2.75, 1.81, 0.12], [-1.24, 2.51, 0.09], [-1.04, 3.91, 0.91], [-0.36, 3.70, 2.43], [0.19, 2.54, 2.82], [-0.47, 4.90, 3.32], [6.74, 0.12, 0.91], [8.17, 1.09, 1.75], [7.10, -0.19, 2.81], [3.95, 3.49, 2.24], [4.18, 2.18, 0.80], [4.43, 4.02, -0.93], [4.73, 5.41, 0.30], [2.16, 5.75, 0.38], [2.12, 4.02, 1.15], [2.51, 4.10, -2.02], [0.75, 4.52, -1.45], [2.09, 2.04, 0.21], [2.11, 1.76, -1.65], [0.51, 0.08, -2.03], [-1.75, -1.19, -2.12], [-5.23, 0.19, -1.21], [-4.33, -1.47, -1.18], [-4.86, 0.42, 1.43], [-5.65, -1.31, 1.11], [-2.52, -0.58, 1.92], [-3.67, -1.84, 2.76], [-3.67, 2.26, 0.70], [-0.51, 4.77, 0.33], [-2.14, 4.32, 1.15], [-1.13, 5.52, 2.86], [-0.75, -8.48, -2.34], [0.06, -7.29, -2.80], [-0.74, -6.16, -3.16], [-1.56, -5.61, -2.12], [-0.77, -5.13, -0.92], [-1.47, -8.78, -3.11], [-0.09, -9.33, -2.12], [-1.32, -8.26, -1.44], [0.62, -7.57, -3.70], [0.81, -7.00, -2.06], [-2.32, -6.34, -1.83], [-2.09, -4.76, -2.56], [-0.22, -5.94, -0.43], [-1.44, -4.69, -0.18], [-0.03, -4.37, -1.22], [2.05, -4.73, 2.13], [2.53, -6.17, 2.10], [2.85, -6.64, 0.79], [3.89, -5.94, 0.11], [5.22, -5.96, 0.84], [1.17, -4.61, 1.48], [1.78, -4.44, 3.15], [2.81, -4.04, 1.77], [1.72, -6.82, 2.47], [3.37, -6.32, 2.78], [3.57, -4.91, -0.10], [4.01, -6.42, -0.86], [5.16, -5.48, 1.82], [5.99, -5.44, 0.26], [5.55, -7.00, 1.00], [-4.13, 7.93, -0.86], [-3.46, 6.57, -0.78], [-4.23, 5.60, -0.09], [-5.51, 5.30, -0.65], [-5.44, 4.76, -2.07], [-4.36, 8.31, 0.15], [-3.48, 8.66, -1.36], [-5.07, 7.89, -1.41], [-2.52, 6.68, -0.22], [-3.19, 6.21, -1.78], [-6.17, 6.17, -0.59], [-5.96, 4.53, -0.01], [-5.01, 5.49, -2.76], [-6.45, 4.52, -2.43], [-4.82, 3.86, -2.11]]}

[5]
{"formula": "C19H16BF3N2O5", "method": "wB97M-V/def2-TZVPD", "e_tot_ev": -42009.48502, "multiplicity": 1, "lumo_ev": -0.505, "gap_ev": 8.38, "homo_ev": -8.9, "elements": ["C", "C", "O", "C", "C", "C", "O", "C", "N", "C", "O", "C", "C", "C", "C", "C", "C", "C", "O", "B", "O", "C", "C", "C", "F", "F", "F", "C", "C", "N", "H", "H", "H", "H", "H", "H", "H", "H", "H", "H", "H", "H", "H", "H", "H", "H"], "coordinates": [[3.70, -2.70, 0.75], [3.05, -1.36, 0.76], [2.08, -1.22, 0.05], [3.54, -0.23, 1.54], [2.53, 0.59, 2.30], [1.39, 0.98, 1.41], [0.41, 1.71, 2.12], [-0.73, 2.17, 1.33], [-1.03, 1.41, 0.29], [-2.05, 1.82, -0.47], [-2.28, 1.19, -1.68], [-1.78, -0.11, -1.97], [-1.73, -0.55, -3.34], [-1.29, -1.72, -3.79], [-0.69, -2.50, -2.81], [-0.73, -2.19, -1.51], [-1.19, -0.94, -0.99], [-0.17, -3.27, -0.66], [0.46, -4.26, -1.48], [0.10, -3.83, -2.81], [0.52, -4.58, -3.83], [-2.92, 2.79, -0.14], [-2.71, 3.53, 1.00], [-3.72, 4.51, 1.44], [-4.49, 4.82, 0.38], [-3.03, 5.60, 1.78], [-4.44, 4.01, 2.48], [-1.51, 3.32, 1.70], [-0.95, 3.99, 2.80], [-0.38, 4.67, 3.59], [4.15, -2.96, 1.72], [2.90, -3.49, 0.60], [4.47, -2.88, 0.03], [4.35, -0.62, 2.24], [4.12, 0.42, 0.96], [2.98, 1.49, 2.76], [2.08, 0.08, 3.13], [0.99, 0.10, 0.85], [1.71, 1.61, 0.56], [-1.92, 0.17, -4.10], [-1.29, -1.90, -4.93], [-1.18, -0.58, 0.03], [0.61, -2.83, 0.01], [-0.87, -3.87, -0.04], [0.80, -5.44, -3.44], [-3.84, 3.06, -0.62]]}

Which of these has the highest multiplicity?
C12H29CoF5GeO6SeTe